Run one
6
Properties=species:S:1:pos:R:3 method="wB97M-V/def2-TZVPD" lumo_energy_ev=-0.328 gap_ev=8.559 homo_ha=-0.3266
C 0.96371 0.01177 0.08246
C -0.57419 -0.03406 0.04500
I -1.77814 1.73623 0.03160
I -1.70787 -1.80623 0.03027
H 1.57682 -0.84167 -0.27756
H 1.51967 0.93395 0.08823

***

Run two
6
Properties=species:S:1:pos:R:3 method="wB97M-V/def2-TZVPD" lumo_energy_ev=0.227 gap_ev=10.055 homo_ha=-0.3612
C 0.34158 1.37781 -0.08546
C 0.77764 0.66878 -0.93862
I -1.72318 -2.04319 1.90283
I 1.47924 -0.62027 -2.32467
H -1.01591 -1.31139 0.63071
H 0.14063 1.92826 0.81521

***

How far above the most stable structure does each one sit? In hartree: run one 0.0000; run two 0.0104.

***

Run one
32
Properties=species:S:1:pos:R:3 method="wB97M-V/def2-TZVPD" lumo_energy_ev="-0.187 / -0.967" gap_ev="6.796 / 6.890" homo_ha="-0.2566 / -0.2887"
C -1.21312 -2.34573 4.02163
C -0.26576 -3.16179 3.41795
C -1.92559 -1.42561 3.19926
C 0.09943 -3.01194 2.06760
C -1.58866 -1.27732 1.84344
C -0.40859 -1.88419 1.32620
C -0.46328 -0.52787 -0.79658
C -0.48656 0.55597 -1.63370
C 0.12046 -1.52259 0.06932
C 1.51150 -1.92709 -0.34140
C 1.41139 1.74121 -3.40323
C 1.17826 3.02425 -0.45701
C -1.31040 3.16110 -2.37637
Si 0.24996 2.14807 -1.97866
H -1.47734 -2.60262 5.06049
H 0.30843 -3.87724 4.06811
H -2.79956 -0.88686 3.69765
H 0.99287 -3.41531 1.76207
H -2.13453 -0.43317 1.28959
H -1.54414 -0.81737 -0.69847
H 1.42573 -2.62074 -1.21390
H 2.12433 -2.32136 0.48755
H 2.04185 -1.08631 -0.83702
H 1.72503 2.58898 -4.00604
H 2.25798 1.17848 -2.88864
H 0.97331 0.99272 -4.04131
H 0.75059 2.62460 0.49805
H 2.27294 2.73611 -0.30777
H 1.24718 4.15564 -0.57233
H -2.17044 2.55301 -2.22706
H -1.67210 4.03931 -1.74820
H -1.23117 3.64564 -3.28122

***

Run two
32
Properties=species:S:1:pos:R:3 method="wB97M-V/def2-TZVPD" lumo_energy_ev=0.864 gap_ev=9.694 homo_ha=-0.3245
C 0.80760 -2.31205 1.83208
C -2.31505 1.69785 0.48121
C 2.43387 1.61604 -1.12487
C 0.07529 -1.44338 1.12552
C -1.33360 0.87222 0.02889
C 1.56138 0.71211 -0.68381
C -0.05884 -3.44020 1.55465
C -3.13620 1.60705 -0.79830
C 2.68792 1.00650 -2.48764
C -0.87836 -2.49574 0.63668
C -2.01529 0.69191 -1.29911
C 1.51380 0.04615 -2.10980
C 0.76147 1.29777 2.48502
Si 0.38127 0.42331 0.73712
H 1.70237 -2.21335 2.37853
H -2.52447 2.28976 1.32940
H 2.96163 2.42240 -0.60403
H 0.38028 -4.35128 1.16713
H -0.66157 -3.74357 2.43063
H -4.18292 1.30911 -0.76892
H -3.38538 2.52263 -1.36527
H 2.63212 1.70498 -3.34885
H 3.66193 0.41368 -2.50737
H -1.83132 -2.30179 0.96919
H -0.77205 -2.64780 -0.43518
H -1.40568 0.97475 -2.06309
H -2.17873 -0.40665 -1.51046
H 1.92931 -0.92780 -1.98086
H 0.64564 0.11834 -2.77691
H 0.91758 2.32965 2.37206
H -0.00207 1.33632 3.28546
H 1.62806 0.89110 3.05090

***

How far above the most stable structure does each one sit? In hartree: run one 0.0000; run two 0.0151.

***

Run one
13
Properties=species:S:1:pos:R:3 method="wB97M-V/def2-TZVPD" total_charge=-1 lumo_energy_ev=3.257 gap_ev=7.215 homo_ha=-0.1454
C -1.82818 -0.33559 -1.16117
C -0.70912 0.46903 -0.53636
S 0.51727 0.94473 -1.83535
H -2.35674 0.30462 -1.88199
H -1.47817 -1.16674 -1.78656
H -2.55497 -0.78108 -0.48310
H -0.26145 -0.02406 0.33074
H -1.13643 1.39583 -0.14960
H 0.96774 2.07694 -1.23826
O 1.24733 -0.13280 1.72786
C 2.23334 -0.76280 2.22464
O 2.46245 -0.94722 3.42003
H 2.89693 -1.04085 1.36911

***

Run two
13
Properties=species:S:1:pos:R:3 method="wB97M-V/def2-TZVPD" total_charge=-1 lumo_energy_ev=3.679 gap_ev=8.215 homo_ha=-0.1667
C 2.26402 0.03296 1.04064
C 1.22693 -0.63426 0.01641
S 0.54281 0.62936 -1.15540
H 1.60487 0.85950 1.44598
H 3.34607 0.33064 0.78082
H 2.51528 -0.75092 1.65162
H 1.55139 -1.54391 -0.58150
H 0.23499 -0.95646 0.40558
H -0.80823 0.51680 -0.80299
O -4.30851 0.37301 -0.27314
C -3.11144 0.38097 -0.67974
O -2.02672 0.36558 -0.01109
H -3.03147 0.39672 -1.83717

***

How far above the most stable structure does each one sit? In hartree: run one 0.0000; run two 0.0195.

***

Run one
13
Properties=species:S:1:pos:R:3 method="wB97M-V/def2-TZVPD" total_charge=-1 lumo_energy_ev=3.428 gap_ev=7.610 homo_ha=-0.1537
C -1.07912 1.61162 0.00133
S -2.10439 0.25718 0.61172
C -0.86444 -1.10529 0.08602
H -1.17971 1.68786 -1.10593
H -1.21438 2.61770 0.53696
H 0.01250 1.48079 0.25083
H -0.51320 -1.03353 -0.93771
H -1.18024 -2.19268 0.13299
H -0.08860 -0.83248 0.85158
O 2.08846 -1.81063 -0.55151
C 2.08148 -0.57085 -0.15394
O 1.51099 0.42131 -0.64224
H 2.53064 -0.53100 0.91990

***

Run two
13
Properties=species:S:1:pos:R:3 method="wB97M-V/def2-TZVPD" total_charge=-1 lumo_energy_ev=3.167 gap_ev=7.113 homo_ha=-0.1450
C -0.55058 -0.60220 1.32152
S -0.83902 -2.24164 0.29728
C -0.66865 -1.60530 -1.43336
H -1.05118 -0.84786 2.22668
H -1.10643 0.20015 0.71192
H 0.49687 -0.44449 1.54282
H -0.33784 -2.35940 -1.99403
H -1.72013 -1.41137 -1.77914
H -0.02393 -0.73787 -1.54077
O 2.03091 3.62364 -0.01546
C 1.42531 2.52020 0.13679
O 0.41350 1.94202 -0.42503
H 1.93116 1.96412 0.95078

***

How far above the most stable structure does each one sit? In hartree: run one 0.0028; run two 0.0000.

***

Run one
15
Properties=species:S:1:pos:R:3 method="wB97M-V/def2-TZVPD" lumo_energy_ev=0.976 gap_ev=10.364 homo_ha=-0.3450
C 1.97866 2.26971 -0.04338
C -2.88024 -1.50689 -0.20453
C 2.22210 0.74397 0.25401
C -1.68159 -0.79216 0.58665
O 1.51678 -0.14136 0.54548
Br -1.46679 1.04692 -0.06291
H 2.06386 2.21138 -1.15295
H 2.75847 2.79776 0.57697
H 1.03174 2.47475 0.30052
H -3.74384 -1.41801 0.52444
H -2.97097 -0.92278 -1.16964
H -2.65419 -2.48332 -0.57701
H 3.38374 0.57466 0.11325
H -1.91457 -0.70483 1.64796
H -0.71282 -1.39394 0.37895

***

Run two
15
Properties=species:S:1:pos:R:3 method="wB97M-V/def2-TZVPD" lumo_energy_ev=0.530 gap_ev=9.780 homo_ha=-0.3399
C 0.02629 -1.08357 -0.97774
C 0.89200 1.26239 -0.48863
C 0.03353 -0.33904 1.41062
C 0.09672 0.09315 -0.04563
O -1.42340 0.72904 -0.28079
Br -2.72880 -0.33844 0.26032
H -0.48201 -0.64033 -1.81393
H 1.04314 -1.33530 -1.15092
H -0.62384 -1.98409 -0.60800
H 1.21749 1.97976 0.32043
H 0.35447 1.95145 -1.09267
H 1.77943 1.09330 -1.07936
H -0.43332 0.43368 2.13832
H -0.75627 -1.19380 1.60057
H 1.00457 -0.62820 1.80742

***

How far above the most stable structure does each one sit? In hartree: run one 0.0000; run two 0.0408.

***

Run one
9
Properties=species:S:1:pos:R:3 method="wB97M-V/def2-TZVPD" total_charge=+1 lumo_energy_ev=-6.754 gap_ev=9.511 homo_ha=-0.5977
C -0.62036 -0.75929 0.59049
C 0.60746 0.83828 -0.40314
N 0.45567 1.07966 0.97060
N -0.16220 0.18203 1.52985
N -0.14663 -0.61531 -0.57521
H -1.25041 -1.60072 0.96625
H 0.13319 1.38508 -1.22969
H 1.60972 0.63277 -0.62232
H -0.62644 -1.14249 -1.22683

***

Run two
9
Properties=species:S:1:pos:R:3 method="wB97M-V/def2-TZVPD" total_charge=+1 lumo_energy_ev="-9.596 / -9.596" gap_ev="7.359 / 7.357" homo_ha="-0.6231 / -0.6230"
C 0.81766 0.03349 -0.00218
C -0.60300 0.42834 0.41199
N 0.57707 -1.00373 -1.01180
N -1.37890 -0.53685 -0.26788
N -0.70034 -1.24755 -1.01673
H 1.67197 0.72634 -0.48220
H 1.47484 -0.41925 0.71119
H -0.99363 0.48595 1.57767
H -0.86567 1.53325 0.07993

***

Run three
9
Properties=species:S:1:pos:R:3 method="wB97M-V/def2-TZVPD" total_charge=+1 lumo_energy_ev=-6.042 gap_ev=9.904 homo_ha=-0.5860
C 0.39842 0.61478 0.00102
C -0.97650 0.34974 -0.04781
N 1.51098 0.90010 -0.03610
N 2.75336 0.42088 0.06877
N 2.70482 -0.79816 -0.08098
H -1.30436 -0.03022 1.06120
H -1.05175 -0.38776 -0.72534
H -1.49999 1.33849 -0.15072
H 3.65032 -1.28370 0.04873

***

How far above the most stable structure does each one sit? In hartree: run one 0.0000; run two 0.1298; run three 0.0605.

***

Run one
15
Properties=species:S:1:pos:R:3 method="wB97M-V/def2-TZVPD" lumo_energy_ev=0.700 gap_ev=10.397 homo_ha=-0.3564
C 0.75674 1.21156 -1.74185
C -1.45842 -0.35129 1.86130
N 1.08339 -0.15620 -1.30190
N -0.98536 -0.48812 0.45814
O 1.38670 0.41732 1.33097
P 0.74197 -0.37263 0.27049
Cl 1.42857 -2.30540 0.34417
H -0.14911 1.36064 -2.32755
H 0.63656 1.81409 -0.88417
H 1.70603 1.67197 -2.36466
H -0.72024 0.26543 2.30214
H -2.32983 0.17284 1.88760
H -1.48377 -1.46543 2.24915
H 0.97610 -0.92763 -1.88336
H -1.58933 -0.84714 -0.20047

***

Run two
15
Properties=species:S:1:pos:R:3 method="wB97M-V/def2-TZVPD" lumo_energy_ev=0.818 gap_ev=9.665 homo_ha=-0.3251
C 0.76188 2.03437 1.31848
C -0.10785 -1.90227 -0.24260
N -0.06276 1.05186 0.65646
N -0.85607 -0.80764 -0.80599
O 0.99015 -2.31746 -0.99740
P -0.04844 0.71003 -0.97194
Cl -1.72653 1.65123 -1.69482
H 0.15299 2.80048 1.80483
H 1.40136 1.56455 2.07071
H 1.39628 2.51705 0.57675
H -0.80781 -2.73606 -0.07421
H 0.70467 -2.55525 -1.88856
H 0.30993 -1.58066 0.71420
H -0.80403 0.64173 1.21333
H -1.30377 -1.07197 -1.67927

***

How far above the most stable structure does each one sit? In hartree: run one 0.0000; run two 0.0172.

***

Run one
15
Properties=species:S:1:pos:R:3 method="wB97M-V/def2-TZVPD" total_charge=+1 lumo_energy_ev=-4.796 gap_ev=7.823 homo_ha=-0.4638
C -0.16585 0.09594 1.22639
C 1.62244 0.00915 -0.53803
C -1.44070 -0.17129 0.47760
N 0.63960 0.71440 0.21364
N 1.12132 -0.49621 -1.83706
O 1.78762 -1.31002 -2.40185
O -1.51806 -1.26353 -0.18349
O -2.33827 0.74099 0.25934
H -0.31130 0.75210 2.09082
H 0.29920 -0.83597 1.55657
H 2.42831 0.70855 -0.80183
H 2.05730 -0.79256 0.07026
H 0.37998 1.63010 -0.11492
H -2.24053 -1.31149 -0.84399
H -2.32105 1.52984 0.82655

***

Run two
15
Properties=species:S:1:pos:R:3 method="wB97M-V/def2-TZVPD" total_charge=+1 lumo_energy_ev=-3.289 gap_ev=10.555 homo_ha=-0.5087
C 2.35507 -0.60080 0.48802
C 1.40173 -0.62227 -0.41535
C -2.50272 0.48726 0.45110
N -3.55456 -0.01918 0.46772
N 0.85961 0.76547 -1.02399
O -1.55002 1.20267 0.43692
O 3.16718 0.42547 0.62899
O -4.57381 -0.69891 -0.11558
H 2.59725 -1.51494 1.09274
H 0.94033 -1.53834 -0.71402
H 0.91199 0.54664 -2.07353
H 1.47086 1.51523 -0.66758
H -0.12900 0.79055 -0.66076
H 3.61527 0.23089 1.47333
H -5.00916 -0.96976 0.63200

***

How far above the most stable structure does each one sit? In hartree: run one 0.0000; run two 0.0123.